Record 1
DFT (ωB97M-V/def2-TZVPD) results for C22H28AsFeOP as an isolated structure in a non-equilibrium geometry.

HOMO (spin up / spin down) ... -0.1809 / -0.3103 Ha
HOMO-LUMO gap (spin up / spin down) ... 5.73 / 8.42 eV
LUMO energy (spin up / spin down) ... 0.81 / -0.02 eV
Charge ... 0
2S+1 ... 5

```
54
C22H28AsFeOP | the Open Molecules 2025 dataset | ωB97M-V/def2-TZVPD
Fe 0.2260 0.2659 -1.8330
H 0.9323 2.9204 -1.5267
H 0.9374 2.8448 -2.2781
P -0.3625 -0.4005 -3.7991
C 0.8869 -1.3125 -4.7601
H 0.4716 -1.3670 -5.7837
H 1.8312 -0.7518 -4.7218
H 1.0297 -2.3081 -4.3156
C -1.8560 -1.2556 -4.3773
H -2.7397 -0.6996 -4.0398
H -1.7994 -1.2852 -5.4776
H -1.8766 -2.2696 -3.9587
C -0.4582 1.0981 -4.8195
H 0.5110 1.6075 -4.7493
H -0.6705 0.7569 -5.8451
H -1.2612 1.7278 -4.4148
C 1.7957 -0.5109 -1.8498
O 2.8587 -1.0243 -1.6914
H -1.2765 -0.0355 -1.6813
H -0.6041 -0.9928 -1.4694
C 2.6816 2.8121 3.5494
C 3.3239 1.9538 2.6389
C 2.5726 1.1861 1.7296
C 1.1664 1.3090 1.7271
C 0.5139 2.0997 2.6942
C 1.2780 2.8661 3.5878
As 0.1557 0.0753 0.5568
C 0.5464 -1.6191 1.5200
C 0.9659 -2.7112 0.7378
C 1.4710 -3.8560 1.3745
C 1.5906 -3.9184 2.7807
C 1.2179 -2.8009 3.5389
C 0.7218 -1.6400 2.9337
C -1.6390 0.5907 1.1769
C -2.4351 -0.2569 1.9676
C -3.7418 0.1524 2.2887
C -4.2237 1.3965 1.8112
C -3.3991 2.2392 1.0400
C -2.0834 1.8473 0.7308
H 3.2699 3.4251 4.2492
H 4.4136 1.8669 2.6618
H 3.0738 0.4549 1.0856
H -0.5708 2.0689 2.8044
H 0.7699 3.4801 4.3383
H 0.9794 -2.6404 -0.3470
H 1.8240 -4.7061 0.7768
H 2.0030 -4.8112 3.2646
H 1.3531 -2.8289 4.6176
H 0.5359 -0.7436 3.5198
H -2.0347 -1.2065 2.3149
H -4.3937 -0.4959 2.8689
H -5.2689 1.6892 2.0159
H -3.7854 3.1977 0.6647
H -1.4283 2.5160 0.1720
```

Atomic partial charges in e from the Mulliken method, atoms 1 to 5:
1. Fe -0.394
2. H 0.053
3. H -0.075
4. P 1.148
5. C -1.463

Record 2
DFT (ωB97M-V/def2-TZVPD) results for C22H28BrCaN6O4 as an isolated structure.

Energy relative to the best compared isomer or geometry (same formula, charge and spin) ... 18.4 kJ/mol
HOMO ... -0.3569 Ha
HOMO-LUMO gap ... 7.13 eV
LUMO energy ... -2.58 eV
Charge ... +1

```
62
C22H28BrCaN6O4 | the Open Molecules 2025 dataset | ωB97M-V/def2-TZVPD
Ca -0.6745 0.9142 -1.2842
O -3.1430 4.6176 -0.2798
C -2.3023 5.1621 0.6231
C -2.6776 6.3606 1.2279
C -1.8443 6.9585 2.1544
C -0.6211 6.3891 2.4872
C -0.2533 5.1989 1.8853
C -1.0791 4.5604 0.9646
C -0.6717 3.2079 0.4152
O -1.1403 2.9234 -0.8501
N -1.1979 2.2036 1.3989
N -1.2292 0.9199 1.0693
C -1.6452 0.0145 1.8738
C -1.7448 -1.3832 1.4598
Br -1.8001 -1.7443 -0.4412
C -1.9027 -2.4497 2.2514
C -1.8583 -2.4646 3.7250
C -2.7527 -3.3055 4.3899
C -2.7724 -3.3575 5.7735
C -1.8799 -2.5873 6.5064
C -0.9644 -1.7767 5.8544
C -0.9493 -1.7134 4.4688
H -2.6232 3.9164 -0.7366
H -3.6225 6.8058 0.9481
H -2.1520 7.8880 2.6163
H 0.0355 6.8691 3.1992
H 0.7022 4.7413 2.1235
H 0.4289 3.1374 0.4377
H -1.4743 2.4841 2.3270
H -1.9652 0.2391 2.8868
H -2.1169 -3.4031 1.7837
H -3.4456 -3.9098 3.8176
H -3.4790 -4.0026 6.2775
H -1.8881 -2.6299 7.5873
H -0.2474 -1.2014 6.4249
H -0.2042 -1.1078 3.9736
N 0.0498 0.4439 -3.6600
C 1.2046 -0.4426 -3.3809
C 2.3831 -0.1764 -4.3318
C 3.7041 -0.8997 -4.0747
C 3.6784 -2.4237 -4.2206
N 2.9938 -3.0041 -3.0657
C 2.2763 -4.1025 -3.0463
N 2.3358 -5.0076 -4.0328
N 1.4444 -4.2923 -2.0159
C 1.6436 -0.2633 -1.8987
O 2.0114 -1.2703 -1.2568
O 1.5298 0.9045 -1.4519
H -0.3447 0.2317 -4.5659
H 0.4016 1.3990 -3.7227
H 0.8374 -1.4651 -3.4930
H 2.5772 0.8998 -4.3126
H 2.0467 -0.3982 -5.3513
H 4.1021 -0.6463 -3.0873
H 4.4369 -0.5108 -4.7842
H 4.7006 -2.8054 -4.2754
H 3.1585 -2.7177 -5.1368
H 2.8213 -2.3744 -2.2742
H 3.1076 -4.9994 -4.6759
H 1.7779 -5.8413 -4.0041
H 1.2991 -3.5448 -1.3480
H 0.9783 -5.1681 -1.8727
```

Atomic partial charges in e from the natural (NBO) method, atoms 1 to 5:
1. Ca 1.777
2. O -0.700
3. C 0.406
4. C -0.294
5. C -0.175

Record 3
DFT (ωB97M-V/def2-TZVPD) results for C22H28ClCrN5O2 as an isolated structure in a non-equilibrium geometry.

HOMO (spin up / spin down) ... -0.1159 / -0.0763 Ha
HOMO-LUMO gap (spin up / spin down) ... 5.76 / 4.69 eV
LUMO energy (spin up / spin down) ... 2.61 / 2.61 eV
Charge ... -1
2S+1 ... 4

```
59
C22H28ClCrN5O2 | the Open Molecules 2025 dataset | ωB97M-V/def2-TZVPD
Cr -0.6435 0.0089 0.5389
Cl -2.3913 0.4044 1.8779
N -0.0745 2.0471 0.2214
N -0.2760 -2.0692 0.3854
C -0.9124 2.8038 -0.4683
C -0.8556 -2.8600 -0.4875
C 1.0912 2.9282 0.5271
C 0.4659 4.3162 0.4364
C 2.1578 2.7899 -0.5463
C 1.7064 2.7230 1.8915
H 1.7391 2.9609 -1.5484
H 2.6110 1.7937 -0.5104
H 2.9398 3.5390 -0.3655
H 0.9496 2.8521 2.6710
H 2.4805 3.4884 2.0370
H 2.1736 1.7391 1.9790
C 0.6819 -2.9043 1.1558
C 0.6861 -4.2275 0.4046
C 0.1657 -3.1343 2.5642
C 2.0599 -2.2802 1.1614
H 2.3955 -2.1343 0.1279
H 2.7513 -2.9593 1.6740
H 2.0418 -1.3177 1.6827
H -0.8469 -3.5555 2.5186
H 0.1422 -2.1998 3.1255
H 0.8314 -3.8441 3.0696
O -0.3904 -4.1023 -0.5686
H 0.4602 -5.1060 1.0234
H 1.6114 -4.4155 -0.1565
O -0.6807 4.1107 -0.4410
H 1.0966 5.0922 -0.0149
H 0.0874 4.6662 1.4083
C -2.0134 2.3216 -1.3402
C -1.9196 -2.4851 -1.4473
C -1.3661 -1.2662 -2.0760
H -2.8283 -2.2704 -0.8564
H -2.1071 -3.3073 -2.1354
C -1.3553 -0.0747 -1.3105
C -1.4334 1.1405 -2.0334
H -2.0202 -0.1557 -0.0481
C -0.8596 1.1920 -3.3019
C -0.4723 -0.0114 -3.9160
C -0.5921 2.5087 -3.9648
C -0.7754 -1.2515 -3.3378
H 0.0114 0.0197 -4.8866
C -0.4305 -2.5411 -4.0206
H 0.0674 -2.3326 -4.9716
H -1.3212 -3.1515 -4.2256
H 0.2500 -3.1508 -3.4055
H -1.5036 3.1142 -4.0625
H -0.1809 2.3366 -4.9642
H 0.1417 3.1059 -3.3986
H -2.3275 3.1198 -2.0142
H -2.8443 2.0401 -0.6716
N 0.4282 -0.0128 2.3693
C 0.4179 0.3006 3.5226
N 0.5149 0.4695 4.7723
C 0.2560 1.5508 5.4700
N 0.0534 2.4676 6.1703
```

Atomic partial charges in e from the natural (NBO) method, atoms 1 to 5:
1. Cr 0.750
2. Cl -0.621
3. N -0.582
4. N -0.563
5. C 0.656

Record 4
DFT (ωB97M-V/def2-TZVPD) results for C22H28CoN5S3 as an isolated structure.

HOMO (spin up / spin down) ... -0.0025 / -0.0028 Ha
HOMO-LUMO gap (spin up / spin down) ... 4.74 / 4.75 eV
LUMO energy (spin up / spin down) ... 4.67 / 4.67 eV
Charge ... -2

```
59
C22H28CoN5S3 | the Open Molecules 2025 dataset | ωB97M-V/def2-TZVPD
Co -0.3110 -0.6538 -1.2319
C 1.7294 -1.2212 5.1041
C 1.5528 -1.8640 3.7343
N 0.1947 -1.7296 3.2327
C -0.1141 -0.7667 2.2680
S 0.8553 0.6192 2.0754
N -1.2372 -1.0428 1.6404
N -1.4428 -0.4075 0.4740
C -2.5872 0.1562 0.2786
C -3.6593 0.2562 1.3169
C -2.7751 0.7172 -1.0494
C -3.9126 1.4301 -1.4372
C -3.9724 1.9597 -2.7104
C -2.9030 1.7670 -3.5758
C -1.8141 1.0390 -3.1314
N -1.7515 0.5315 -1.9038
H 2.7479 -1.3695 5.4773
H 1.0271 -1.6471 5.8254
H 1.5377 -0.1513 5.0231
H 1.7848 -2.9324 3.7857
H 2.2468 -1.4117 3.0239
H -0.2347 -2.6042 2.9676
H -3.2791 -0.1541 2.2486
H -4.5428 -0.3132 1.0110
H -3.9621 1.2942 1.4778
H -4.7301 1.5561 -0.7413
H -4.8461 2.5173 -3.0274
H -2.9014 2.1680 -4.5799
H -0.9497 0.8517 -3.7565
C -1.0662 -5.0631 -2.2756
C -0.5613 -3.7701 -1.6826
S -1.5978 -2.3735 -1.9444
C 0.6071 -3.6428 -1.0322
C 1.5507 -4.7974 -0.8246
S 1.1827 -2.1097 -0.3970
H -2.1164 -4.9582 -2.5517
H -0.9889 -5.9011 -1.5752
H -0.5183 -5.3394 -3.1842
H 1.0879 -5.7600 -1.0539
H 1.9019 -4.8216 0.2115
H 2.4391 -4.6873 -1.4558
C 1.9855 2.7092 -1.7968
C 2.0104 2.0187 -3.1355
C 2.5853 2.6135 -4.2383
C 2.6472 2.0044 -5.4940
C 2.0924 0.7270 -5.6141
C 1.5021 0.0712 -4.5553
C 0.9439 -1.3160 -4.6745
C 1.4389 0.6950 -3.2462
N 0.8945 0.0832 -2.2347
H 2.9699 2.6980 -1.3163
H 1.2977 2.2057 -1.1168
H 1.6787 3.7563 -1.8904
H 3.0020 3.6124 -4.1118
H 3.1057 2.5025 -6.3404
H 2.1293 0.2135 -6.5739
H 1.0958 -1.7157 -5.6816
H -0.1233 -1.3571 -4.4330
H 1.4101 -1.9857 -3.9436
```

Atomic partial charges in e from the natural (NBO) method, atoms 1 to 5:
1. Co 0.830
2. C -0.613
3. C -0.221
4. N -0.648
5. C 0.294

Energy / eV: -129823.784, -128878.400, -75758.585, -100851.493